No. 1
The following is a DFT calculation (wB97M-V/def2-TZVPD) of C20H33GeN8S5SbY as an isolated structure at a distorted geometry.

For the energy above the lowest of the compared OMol25 structures with the same formula, charge and spin, the calculation gives 0.0 kcal/mol. As for the charge: -2. As for the highest occupied orbital energy (spin up / spin down): -0.0283 / -0.0283 Ha. The total energy is -151472.15161 eV. Its frontier orbital gap (spin up / spin down) is 4.825 / 4.809 eV. The calculation puts the largest force on an atom at 1.189 eV/A. The spin multiplicity is 2.

Element x y z (Å)
Y1 -1.900675 -0.749995 1.374496
C1 -2.303477 0.201670 -2.008448
C2 -2.567137 1.489786 -1.282509
C3 -2.820637 2.654126 -2.053608
C4 -3.110157 3.817777 -1.427871
C5 -3.209840 3.854147 -0.018053
C6 -3.576428 5.040239 0.656232
C7 -3.706984 5.007316 2.015461
C8 -3.486145 3.819768 2.729902
C9 -3.116426 2.621961 2.125722
S1 -2.919943 1.201377 3.096114
C10 -2.955696 2.653874 0.691713
N1 -2.587461 1.503944 0.027888
H1 -1.299645 0.188683 -2.430346
H2 -3.027873 0.076526 -2.816517
H3 -2.419475 -0.650207 -1.345537
H4 -2.775033 2.589130 -3.134028
H5 -3.290594 4.728174 -1.992278
H6 -3.763444 5.942107 0.083730
H7 -3.993925 5.905319 2.552968
H8 -3.612818 3.806713 3.805751
S2 -4.738484 -4.683470 1.913097
Sb1 -4.370142 -2.542949 2.752711
S3 -1.914137 -2.522936 3.230324
S4 -4.396227 -1.145606 0.693244
C11 4.579418 0.414791 -2.242108
N2 3.132431 0.287918 -2.197379
C12 2.484407 1.532731 -2.557649
C13 2.580132 -0.588217 -1.240158
S5 0.827234 -0.514254 -0.910002
N3 3.233830 -1.852857 -1.282314
C14 2.993830 -2.596782 -2.514829
C15 2.987781 -2.688204 -0.116550
H9 4.923749 1.245870 -1.609606
H10 4.905915 0.618217 -3.266706
H11 5.040685 -0.504977 -1.897898
H12 2.726792 1.769374 -3.597967
H13 2.827566 2.365900 -1.936881
H14 1.407490 1.452740 -2.453298
H15 3.196764 -1.962715 -3.378393
H16 1.949756 -2.946842 -2.578062
H17 3.656255 -3.465791 -2.551849
H18 3.248128 -2.145390 0.791549
H19 3.618922 -3.579777 -0.182679
H20 1.941617 -3.006725 -0.039178
N4 -0.124821 -5.873218 -1.008898
N5 -1.003277 -4.809083 -0.790960
N6 -2.274093 -4.858096 -1.133035
C16 -2.694308 -3.674572 -0.691876
N7 -1.680460 -2.961991 -0.164800
N8 -0.608077 -3.726456 -0.212493
H21 -0.661621 -6.552462 -1.532269
H22 0.638755 -5.514766 -1.571046
H23 -3.713919 -3.323617 -0.711028
C17 2.560107 -0.417944 3.288720
Ge1 1.568671 0.621715 1.952365
C18 0.520154 1.962053 2.908389
C19 2.933354 1.785187 1.153140
C20 0.513735 -0.609070 0.874592
H24 3.025742 0.247867 4.021389
H25 3.345180 -0.997934 2.795261
H26 1.893596 -1.109940 3.810577
H27 1.197961 2.637184 3.443828
H28 -0.180006 1.523408 3.617534
H29 -0.069235 2.552659 2.201319
H30 3.404430 2.311347 1.989879
H31 2.481199 2.525141 0.491803
H32 3.695684 1.229268 0.603428
H33 0.831325 -1.609180 1.185956

Forces on atoms 1 to 3 (eV/Å):
-0.8 0.0 0.1
0.0 0.1 0.0
-0.1 0.0 -0.1

=====

No. 2
The following is a DFT calculation (wB97M-V/def2-TZVPD) of C23H40BeBrCl2F10KMgN4O12PS2 as an isolated structure at a distorted geometry.

As for the charge: +1. As for the highest occupied orbital energy: -0.3001 Ha. The total energy is -230384.17803 eV. Its frontier orbital gap is 2.535 eV. The calculation puts the largest force on an atom at 16.837 eV/A.

Element x y z (Å)
C1 2.456384 3.578113 -4.603745
C2 3.615403 2.428594 -4.972810
O1 3.418702 1.841818 -6.186607
N1 4.759087 2.142421 -4.034263
C3 6.104439 2.567178 -4.566705
C4 6.434001 2.884277 -6.179157
O2 7.193105 2.810205 -3.781410
C5 4.752340 0.683840 -3.543566
Cl1 5.887203 -0.201266 -4.772311
O3 3.353789 0.252103 -3.626849
C6 2.986209 -0.789967 -2.671992
Cl2 3.621906 -2.400063 -3.329724
C7 1.319069 -0.922159 -2.775173
C8 0.547207 0.517194 -2.817179
C9 -1.026185 0.235605 -3.304803
F1 -2.195681 0.315848 -2.392992
C10 -1.194406 -0.115718 -4.752183
F2 -2.562754 -0.421791 -5.231816
F3 -0.002756 -0.110711 -5.644445
C11 3.293598 -0.476401 -1.100261
C12 3.443204 -1.798378 -0.125714
C13 2.533333 -1.681689 1.274510
C14 3.026747 -0.492888 2.283160
C15 1.750480 0.520990 2.494193
C16 3.415551 -1.044757 3.813697
N2 4.453558 0.453828 -0.905682
P1 4.075583 2.167159 -0.607560
N3 2.463002 2.639016 -1.283763
O4 3.880932 2.499720 1.127789
C17 5.459710 0.474205 -2.077074
C18 6.571784 -0.728400 -2.004948
H1 2.492294 4.458562 -5.409877
H2 1.402010 3.058245 -4.786377
H3 2.581747 4.023518 -3.529592
H4 6.049627 3.935365 -6.520898
H5 5.980255 1.975427 -6.761636
H6 7.613517 2.836809 -6.357069
H7 0.952464 -1.509569 -1.818076
H8 1.026684 -1.615718 -3.699538
H9 0.969740 1.300637 -3.574937
H10 0.446180 0.968697 -1.721218
H11 2.327211 0.088135 -0.681686
H12 4.555556 -1.983883 0.253482
H13 3.093685 -2.807154 -0.602978
H14 1.375898 -1.690044 1.044298
H15 2.742690 -2.710925 1.842402
H16 4.002154 0.010740 1.881661
H17 1.012527 -0.012457 3.233976
H18 2.048784 1.615583 2.813863
H19 1.190163 0.577820 1.447468
H20 2.464177 -1.598683 4.250544
H21 3.556254 -0.071566 4.468337
H22 4.386988 -1.700594 3.828925
H23 5.027218 0.118900 -0.073820
H24 2.533469 3.700463 -1.324699
H25 1.750165 2.448432 -0.530211
H26 4.432240 3.337059 1.255488
H27 6.074468 1.477669 -1.867766
H28 6.793292 -0.905855 -0.846804
H29 6.225968 -1.761339 -2.426251
H30 7.602918 -0.476150 -2.507359
C19 -1.846961 1.654253 0.921646
O5 -0.957713 0.555239 0.847056
H31 -1.480123 2.357790 1.672687
H32 -1.893676 2.152936 -0.049583
H33 -2.840227 1.301595 1.210269
H34 -1.308935 -0.051445 0.173145
C20 -8.770058 -0.103072 3.852266
F4 -9.264003 0.719411 4.822341
F5 -8.390419 -1.254181 4.484496
F6 -9.833626 -0.447047 3.065169
S1 -7.410732 0.648224 2.897860
O6 -6.371606 0.916440 3.895398
O7 -8.006964 1.844829 2.297858
N4 -7.146770 -0.574104 1.919991
S2 -5.984267 -0.260465 0.887208
O8 -4.629899 -0.161634 1.440780
O9 -6.291032 0.722588 -0.155532
C21 -6.000388 -1.860940 0.016088
F7 -7.208494 -2.126876 -0.565905
F8 -5.753013 -2.913222 0.852452
F9 -5.071499 -1.939816 -0.980987
Mg1 -0.982788 -2.361824 -3.864128
F10 -6.733143 -4.593226 0.653568
O10 -4.981423 -3.033783 8.011326
C22 -5.796745 -3.317344 6.985990
C23 -5.162111 -2.749226 5.630090
O11 -5.985430 -3.018952 4.606928
H35 -6.820822 -2.905618 7.031201
H36 -6.004347 -4.384236 6.791047
H37 -4.144444 -3.174041 5.579366
H38 -4.940106 -1.685579 5.827559
K1 -6.753177 -6.138051 -0.821199
Be1 -3.157099 -3.232050 6.905693
Br1 -6.621367 -1.387377 3.959727
O12 -3.828063 2.260810 4.936778
H39 -3.398965 1.523961 4.476514
H40 -4.774448 2.099983 4.804566

Forces on atoms 1 to 3 (eV/Å):
0.4 -0.3 -0.5
-3.0 -1.4 -6.7
2.0 3.4 8.2

=====

No. 3
The following is a DFT calculation (wB97M-V/def2-TZVPD) of the molecule C4H9FO at a distorted geometry.

For the energy above the lowest of the compared OMol25 structures with the same formula, charge and spin, the calculation gives 23.1 kcal/mol. As for the charge: 0. As for the highest occupied orbital energy: -0.3761 Ha. The total energy is -9057.65725 eV. Its frontier orbital gap is 11.282 eV. The calculation puts the largest force on an atom at 3.456 eV/A. The SMILES is CO[C@@H](C)CF.

Element x y z (Å)
C1 1.870235 -0.815883 0.119358
C2 -0.218300 0.244607 0.216955
C3 -0.782865 1.611401 -0.054014
C4 -1.063766 -0.893812 -0.351023
H1 1.740564 -1.819844 -0.249917
H2 1.754385 -0.788118 1.202247
H3 2.912363 -0.598081 -0.105111
H4 -0.178613 0.228926 1.375244
H5 -0.065319 2.413343 0.359032
H6 -1.697757 1.653198 0.584992
H7 -1.089517 1.965005 -1.091148
H8 -0.694175 -1.839888 -0.249064
H9 -1.122140 -0.614534 -1.419178
O1 1.005103 0.214413 -0.447902
F1 -2.370194 -0.960738 0.109529

Forces on atoms 1 to 3 (eV/Å):
0.2 1.1 0.0
-0.8 0.6 1.0
-1.0 2.2 0.7